Formula: C36H33Co2NO5P
Source: the Open Molecules 2025 dataset
Level of theory: ωB97M-V with the def2-TZVPD basis set

Computed properties:
Kohn-Sham gap   5.7 eV
F_max   4.45 eV/A
E_LUMO   -4.79 eV
Total charge   +1
E_tot   -134127.374 eV
Energy relative to the best compared isomer or geometry (same formula, charge and spin)   1.8246 eV

CARTESIAN COORDINATES (ANGSTROEM)
H (3.1543, 2.9805, 6.3287)
C (-5.1167, 2.5707, -2.6015)
O (-2.3005, 3.6032, -0.0851)
C (2.4278, -1.3320, -0.5174)
C (2.0404, 0.2435, -2.3558)
O (0.7223, 5.4234, -0.7475)
H (1.6210, -0.8988, 0.0444)
C (-2.3962, -2.8853, -0.5435)
C (1.0263, 1.0004, -1.6074)
C (-3.9889, 1.7741, -2.5292)
H (-5.1062, 3.4617, -3.2031)
C (3.7314, 2.0568, 6.2787)
H (4.6174, 2.2382, 5.6700)
H (1.0383, -0.1070, 6.1741)
C (2.7872, 2.1989, 0.2140)
C (-6.2445, 2.2405, -1.8773)
H (-0.0669, 1.7181, -3.2861)
C (-2.7003, -0.8524, -4.2776)
O (3.3389, 1.8191, 1.1354)
H (2.9044, -2.7374, 0.9940)
C (3.9049, -1.3286, -2.4545)
H (-3.0944, 2.0372, -3.0722)
C (-0.3451, 0.5027, 0.6413)
H (-2.9781, -1.7017, 3.0605)
C (-0.2555, -2.1297, -4.4216)
P (-2.4838, -0.3175, -1.5868)
C (-2.8441, -2.0392, 2.0486)
O (0.0105, 0.0273, 1.6127)
C (-2.6580, -3.3824, 1.7858)
H (3.1627, 1.3293, 3.6529)
H (5.5487, -2.6694, -2.3546)
H (-3.6455, -0.3357, -4.2117)
H (-7.1095, 0.8748, -0.4853)
Co (-0.9081, 1.1523, -0.9156)
C (3.7254, -0.3677, 5.6493)
H (-7.1263, 2.8583, -1.9382)
O (3.9423, 2.8859, -3.4357)
H (-0.0976, -1.6985, -2.3232)
C (-5.1117, 0.3223, -0.9993)
C (4.6374, -2.3285, -1.8783)
C (3.1733, 2.8847, -2.5956)
C (-2.8184, -1.1232, 1.0128)
H (-2.2048, -3.2017, -1.5565)
N (2.4207, 1.2555, 4.3337)
C (3.1628, -2.3531, 0.0261)
C (0.2815, 2.0368, -2.3097)
H (4.0077, -0.6804, 6.6547)
H (2.3418, 0.6293, -3.3133)
C (2.8886, 0.9152, 5.6972)
H (4.0602, 1.8120, 7.2895)
C (-2.5910, -1.5476, -0.2756)
H (-2.9373, -0.0685, 1.2136)
H (4.8522, -3.6535, -0.2143)
C (-1.0391, -2.0131, -5.5522)
H (-5.0915, -0.5462, -0.3588)
C (-2.4315, -3.8029, 0.4905)
H (-2.6900, -4.0991, 2.5915)
C (-1.9232, -0.9897, -3.1525)
H (1.9308, 2.1403, 4.3326)
H (-2.8588, -1.2524, -6.3691)
C (-1.7363, 2.6659, -0.4018)
H (4.2388, -0.8740, -3.3748)
C (1.6684, 0.6751, 6.5944)
H (0.7047, -2.6106, -4.4793)
C (-2.2569, -1.3668, -5.4839)
H (1.0685, 1.5790, 6.6868)
H (-0.7028, -2.4312, -6.4894)
C (-6.2392, 1.1187, -1.0721)
H (4.6370, -0.2192, 5.0726)
C (-3.9923, 0.6539, -1.7304)
H (1.9754, 0.3670, 7.5931)
C (4.2633, -2.8608, -0.6512)
C (1.1886, 4.4060, -0.9511)
Co (1.9357, 2.7871, -1.3033)
C (-0.6997, -1.6180, -3.2142)
H (3.1583, -1.1750, 5.1887)
C (2.7570, -0.7981, -1.7977)
H (-2.2662, -4.8488, 0.2872)

***

Formula: C36H33FN2O14S
Source: the Open Molecules 2025 dataset
Level of theory: ωB97M-V with the def2-TZVPD basis set

Computed properties:
Kohn-Sham gap   8.0 eV
F_max   1.85 eV/A
E_LUMO   -1.98 eV
Total charge   0
E_tot   -83057.437 eV
SMILES string   CC(=O)OCCCCN(N)S(=O)(=O)F.O=C1C=CC(=O)C=C1.O=C1C=CC(=O)C=C1.O=C1C=CC(=O)C=C1.O=C1C=CC(=O)C=C1.O=C1C=CC(=O)C=C1

CARTESIAN COORDINATES (ANGSTROEM)
H (-1.2210, -1.2428, 3.7580)
C (3.3739, 3.4653, -0.1056)
H (8.8519, 2.7726, 0.2809)
C (-1.1839, 4.1405, 0.8810)
C (2.6021, 4.5003, -0.8797)
C (5.8178, 1.1711, 0.9525)
H (3.1473, 2.4720, -0.4889)
H (-2.1139, -1.8483, 1.5138)
C (-3.5162, 7.3422, -3.7367)
C (1.0527, 5.3645, 0.6769)
O (3.8048, -0.4317, -0.9021)
H (0.7043, 3.7099, 1.9642)
H (5.5241, -0.9214, 1.0051)
C (-2.8465, 6.5553, -2.8992)
H (4.7962, 1.4442, 1.1813)
H (6.0243, -1.5599, -1.6581)
C (5.1680, -3.3374, -2.4196)
C (-4.9359, -6.7659, 0.4546)
C (-4.7726, 4.9048, -2.9083)
C (-6.2248, -9.3122, 0.1720)
H (1.7480, -4.0826, -2.4334)
C (3.9270, -4.1142, -2.6650)
N (-1.6103, 0.5811, -0.3731)
S (-0.1184, 1.1402, 1.5539)
H (1.6775, -1.8381, -1.3564)
O (-4.6367, -7.4015, 2.7024)
H (0.6711, 6.3596, 0.4667)
H (-1.9486, 3.0408, -0.7828)
C (3.8445, -1.5260, -1.4262)
H (-5.8331, -9.6506, 2.2255)
C (5.1296, -2.1386, -1.8451)
O (-1.4196, -2.8162, 5.8147)
H (9.5866, 0.3985, 0.1008)
H (-0.1217, 5.1684, 2.4114)
C (-3.4235, 5.2772, -2.4224)
H (-1.8594, 6.8054, -2.5306)
H (-6.7248, -10.2528, -0.0206)
C (-2.5320, -4.4080, 4.4843)
H (-6.4300, 5.4376, -4.1137)
O (1.2741, 4.7061, -0.5889)
O (1.1369, 1.4520, 0.9616)
C (7.6106, -0.4447, 0.5397)
F (-0.2224, -0.4156, 1.5114)
C (-1.8513, -3.1103, 4.7213)
O (3.1370, 5.1747, -1.7395)
C (-1.1369, 2.9376, -0.0486)
C (8.5657, 0.6742, 0.3326)
O (-2.8069, 4.5593, -1.6579)
C (-4.8688, 6.9729, -4.2261)
H (2.0143, 5.4269, 1.1850)
H (3.1143, 3.4463, 0.9500)
O (-6.5267, -8.6824, -2.0747)
H (-0.2173, 2.8578, -0.6268)
H (4.4186, 3.7229, -0.2320)
O (6.4025, 3.4407, 0.8397)
H (-0.6951, 0.3655, -0.7633)
O (-3.3093, -4.0977, 1.0365)
C (-2.8761, -3.8044, 2.1355)
H (-3.1138, 8.2796, -4.0986)
H (-1.4837, 4.9898, 0.2755)
H (-1.9609, 4.0239, 1.6317)
C (0.1338, 4.5379, 1.5578)
C (-5.7488, -8.9906, 1.3713)
C (-5.0689, -7.6931, 1.6044)
H (-4.4346, -5.8230, 0.6462)
H (-2.1982, 0.9540, -1.1048)
C (-3.0092, -4.7321, 3.2849)
H (-2.6167, -5.0685, 5.3379)
C (6.7658, 2.2874, 0.7485)
C (-2.1969, -2.5081, 2.3675)
N (-1.4157, 1.6330, 0.6240)
C (8.1737, 1.9418, 0.4285)
H (-5.3285, -6.4295, -1.5985)
C (-1.7200, -2.1846, 3.5671)
C (2.6414, -3.5008, -2.2456)
H (-3.5101, -5.6745, 3.0933)
C (-5.4439, 5.6902, -3.7457)
C (2.6039, -2.3021, -1.6709)
C (-6.0937, -8.3864, -0.9823)
O (7.9673, -1.6011, 0.4467)
O (-5.4798, 7.6890, -4.9864)
C (6.2055, -0.0957, 0.8580)
H (-5.1735, 3.9668, -2.5453)
O (3.9607, -5.2064, -3.1865)
C (-5.4132, -7.0899, -0.7450)
H (6.0950, -3.8006, -2.7321)
O (-0.2792, 1.5088, 2.9103)

***

Formula: C36H33IrNS3Sb3Se4
Source: the Open Molecules 2025 dataset
Level of theory: ωB97M-V with the def2-TZVPD basis set

Computed properties:
Kohn-Sham gap   4.1 eV
F_max   2.42 eV/A
E_LUMO   -2.54 eV
Total charge   0
E_tot   -355697.851 eV
Energy relative to the best compared isomer or geometry (same formula, charge and spin)   3.4651 eV

CARTESIAN COORDINATES (ANGSTROEM)
Se (2.8174, 1.4006, 4.7374)
S (0.6879, 0.0548, -1.9922)
H (-4.9912, -2.3024, -3.0302)
C (-1.5593, 2.0026, -0.8388)
C (-6.5940, -2.1989, 2.7085)
H (-6.2408, -4.1068, 1.7944)
H (3.0825, 4.8007, -3.8998)
C (-2.4083, 2.8603, 1.2587)
Se (4.9507, 3.6591, 2.1191)
C (1.6189, -1.0971, 2.4855)
H (-1.7203, -3.5951, 0.4157)
C (-4.7589, -0.6499, 2.6264)
H (4.1102, 3.5848, -2.0008)
C (2.3154, -2.1574, 2.9380)
H (0.9472, 3.9762, -4.8677)
H (-0.7362, -2.5174, -0.5562)
C (2.6168, 3.9010, -3.5207)
C (1.4320, 3.4305, -4.0686)
C (-5.6116, -1.4595, -2.7509)
C (-4.5461, -2.8112, 1.6018)
Se (5.2336, -0.4907, 2.0869)
C (-0.4783, -2.5416, 5.7753)
C (-0.9586, -0.8460, 4.1509)
H (-7.8866, 1.5133, -1.8270)
C (-5.0585, -0.1858, -2.6383)
C (0.8517, 2.2673, -3.5855)
H (1.3426, -0.2412, 3.0825)
C (-1.7237, -2.6405, -0.1136)
C (-7.2515, 0.6746, -2.0830)
H (-1.4487, -3.9406, 2.8469)
C (-0.8018, -3.5201, 4.8444)
C (-7.7813, -0.6066, -2.1550)
Sb (4.0001, 1.5108, 2.6116)
H (-8.8268, -0.7741, -1.9317)
H (-0.8715, 2.1237, -1.6650)
H (-0.2499, -0.4304, 6.1284)
Se (1.7744, 1.8029, 0.9227)
C (3.2009, 3.2212, -2.4616)
C (-2.7982, -2.6178, -1.2201)
H (-4.6436, 0.7527, -0.1656)
C (-2.7280, 1.2207, -1.0185)
C (-1.2850, -1.8226, 3.2121)
S (3.3248, 1.2760, -0.5594)
H (-4.3853, 2.2376, 1.7645)
C (2.6114, 2.0639, -1.9655)
Ir (0.0323, 0.3063, 0.2537)
H (2.7226, -2.3077, 3.9227)
C (-2.3523, -1.8835, -2.4936)
Sb (-2.9522, 0.1724, -2.9163)
C (-6.0476, -0.9651, 3.0320)
H (-3.0278, -3.6539, -1.4846)
H (-0.1731, -2.8233, 6.7745)
C (-5.9026, 0.8827, -2.3321)
C (-3.7180, 1.3013, -0.0491)
H (-0.5357, 3.4490, 0.3764)
H (-1.2672, -1.9006, -2.5911)
H (-2.7436, -2.3880, -3.3807)
C (1.6975, -2.2964, 0.6109)
H (-7.5990, -2.4475, 3.0229)
H (-6.6211, -0.2507, 3.6086)
H (-3.7299, -2.1882, -0.8449)
H (-0.7287, -4.5676, 5.1089)
H (-5.5002, 1.8884, -2.2731)
C (-4.0118, -1.5587, 1.8819)
C (-5.8345, -3.1275, 2.0122)
C (-3.5678, 2.1358, 1.0619)
C (-1.1990, -3.1645, 3.5626)
H (-7.3762, -2.6676, -2.5780)
C (-6.9630, -1.6695, -2.5048)
H (-4.3211, 0.2975, 2.9144)
H (-0.0647, 1.8847, -4.0205)
C (-1.4032, 2.8074, 0.2930)
C (-0.5423, -1.1999, 5.4266)
H (-2.2973, 3.5001, 2.1239)
H (-1.0115, 0.2056, 3.8825)
H (1.5723, -2.5426, -0.4318)
H (-3.9637, -3.5601, 1.0798)
C (1.4384, 1.5585, -2.5356)
S (2.5347, -3.2951, 1.6809)
Sb (-2.0001, -1.0820, 1.3501)
N (1.2629, -1.1885, 1.1601)

***

- The highest E_tot belongs to which entry?
  C36H33FN2O14S

***

- The lowest F_max belongs to which entry?
  C36H33FN2O14S

***

- Which value of Kohn-Sham gap does entry 3 give?
  4.1 eV

***

- The lowest E_LUMO belongs to which entry?
  C36H33Co2NO5P